Formula: C19H18N5STl
Source: the OMol25 dataset
Level of theory: ωB97M-V/def2-TZVPD

Total charge   0
HOMO energy   -6.9057 eV
LUMO level   -0.46 eV
Gap between HOMO and LUMO   0.2368 Eh
E_tot   -1579.21683 Ha

Last column: Mulliken charge in e.
CARTESIAN COORDINATES (ANGSTROEM)
1 Tl 0.3751 0.3788 -1.9494  0.532
2 S -1.1760 -0.9127 -0.0811  -0.410
3 C -2.4195 0.3201 -0.3051  0.002
4 N -3.7017 0.0991 -0.4450  -0.744
5 N -4.2334 -1.1153 -0.3141  0.199
6 C -3.9644 -2.1133 0.6245  0.432
7 C -3.3643 -1.8230 1.8515  0.019
8 C -3.1905 -2.8278 2.7883  -0.534
9 C -3.6179 -4.1205 2.5260  -0.547
10 C -4.2427 -4.4032 1.3181  -0.425
11 C -4.4181 -3.4092 0.3739  -0.675
12 N -2.1596 1.6669 -0.4034  -0.083
13 N -0.9804 2.0544 -0.5342  -0.084
14 C -0.8219 3.4565 -0.5463  0.304
15 C 0.4865 3.9336 -0.5939  -0.298
16 C 0.7315 5.2959 -0.6165  -0.674
17 C -0.3259 6.1928 -0.5957  -0.388
18 C -1.6332 5.7206 -0.5519  -0.620
19 C -1.8873 4.3627 -0.5246  -0.106
20 H -5.0743 -1.2170 -0.8522  0.248
21 H -3.0736 -0.8075 2.0761  0.462
22 H -2.7202 -2.5943 3.7348  0.358
23 H -3.4795 -4.9006 3.2633  0.370
24 H -4.5897 -5.4077 1.1125  0.353
25 H -4.8973 -3.6291 -0.5737  0.348
26 H 1.2984 3.2157 -0.6002  0.372
27 H 1.7500 5.6606 -0.6483  0.355
28 H -0.1345 7.2580 -0.6081  0.370
29 H -2.4584 6.4210 -0.5434  0.355
30 H -2.8950 3.9767 -0.4847  0.461
31 C 6.5250 -2.4091 -0.2380  -1.358
32 C 5.2140 -1.7179 -0.4723  1.050
33 C 4.3915 -1.3262 0.5763  -0.544
34 C 3.1948 -0.6839 0.3028  -0.454
35 N 2.7837 -0.4126 -0.9329  -0.238
36 C 3.5666 -0.7917 -1.9434  -0.074
37 C 4.7727 -1.4400 -1.7647  -0.739
38 H 6.7095 -2.5562 0.8242  0.358
39 H 7.3414 -1.8196 -0.6570  0.319
40 H 6.5340 -3.3807 -0.7337  0.320
41 H 4.6803 -1.5264 1.6001  0.320
42 H 2.5328 -0.3766 1.1048  0.381
43 H 3.2065 -0.5591 -2.9409  0.325
44 H 5.3652 -1.7321 -2.6226  0.378

Force components x, y, z for each atom (eV/Å):
0.0 -0.3 -0.2
0.1 0.5 -0.3
-0.3 -1.9 0.2
0.3 0.8 0.1
0.2 -0.3 -0.4
0.0 -0.1 0.4
-0.1 0.0 -0.1
0.0 0.0 -0.1
0.0 -0.1 0.1
0.0 0.0 0.1
0.0 0.1 -0.1
0.2 1.4 -0.1
-0.5 -0.6 0.4
0.1 0.8 -0.2
-0.2 -0.3 0.0
0.1 0.1 0.0
0.0 0.0 0.0
0.0 0.0 0.0
0.1 -0.2 0.0
-0.2 0.1 0.2
0.1 0.0 0.0
0.0 0.0 0.0
0.0 0.0 0.0
0.0 0.0 0.0
0.0 0.0 0.0
0.0 0.0 0.0
0.0 0.0 0.0
0.0 0.0 0.0
0.0 0.0 0.0
0.0 0.0 0.0
-0.1 0.0 0.0
-0.1 0.0 0.0
0.1 0.0 0.0
0.0 0.0 0.1
0.0 0.0 0.0
0.0 0.0 0.0
0.0 0.0 0.1
0.0 0.0 0.0
0.0 0.0 0.0
0.0 0.0 0.0
0.0 0.0 0.0
0.0 0.0 0.0
0.0 0.0 0.0
0.0 0.0 0.0

---

Formula: C19H18N6O
Source: the OMol25 dataset
Level of theory: ωB97M-V/def2-TZVPD

Total charge   0
HOMO energy   -7.4215 eV
Structure (SMILES)   CC(=O)NCCNc1nc2c(-c3ccccc3)nnn2c2ccccc12
Relative energy (zero: lowest compared OMol25 entry of this formula, charge and spin)   0.0000 eV
LUMO level   0.27 eV
Gap between HOMO and LUMO   0.2825 Eh
E_tot   -1138.65044 Ha

Last column: Mulliken charge in e.
CARTESIAN COORDINATES (ANGSTROEM)
1 C -4.5478 -1.7661 -1.9926  -1.342
2 C -3.9485 -1.6998 -0.6092  0.863
3 O -4.2539 -0.8587 0.2163  -0.698
4 N -3.0354 -2.6633 -0.3539  -0.113
5 C -2.3660 -2.7854 0.9253  -1.017
6 C -1.1281 -1.8951 1.0288  -0.432
7 N -1.5225 -0.5093 0.9589  -0.119
8 C -0.6599 0.4566 0.6018  0.406
9 N 0.5980 0.1144 0.4521  -0.438
10 C 1.4814 1.0675 0.1351  0.690
11 C 2.8626 1.0704 -0.0979  -0.218
12 C 3.8068 -0.0249 -0.0666  0.454
13 C 3.3896 -1.3103 0.2773  -0.407
14 C 4.2996 -2.3494 0.3026  -0.693
15 C 5.6299 -2.1224 -0.0123  -0.373
16 C 6.0495 -0.8459 -0.3527  -0.559
17 C 5.1470 0.1989 -0.3808  -0.547
18 N 3.2148 2.3443 -0.3781  -0.500
19 N 2.2015 3.1221 -0.3414  -1.314
20 N 1.1232 2.3875 -0.0333  0.480
21 C -0.1761 2.8041 0.0944  0.117
22 C -0.5358 4.1372 -0.0944  -0.548
23 C -1.8578 4.4992 0.0281  -0.466
24 C -2.8226 3.5403 0.3285  -0.891
25 C -2.4720 2.2217 0.5191  -0.445
26 C -1.1348 1.8225 0.4147  1.246
27 H -3.7820 -1.5486 -2.7347  0.330
28 H -4.9520 -2.7568 -2.1864  0.367
29 H -5.3405 -1.0286 -2.0765  0.353
30 H -2.7418 -3.2725 -1.0998  0.240
31 H -3.0824 -2.4909 1.6981  0.360
32 H -2.0873 -3.8293 1.0763  0.431
33 H -0.4203 -2.1033 0.2181  0.357
34 H -0.6138 -2.0920 1.9773  0.321
35 H -2.5151 -0.3182 0.9921  0.186
36 H 2.3519 -1.4741 0.5250  0.581
37 H 3.9725 -3.3445 0.5710  0.379
38 H 6.3383 -2.9382 0.0088  0.380
39 H 7.0870 -0.6674 -0.5973  0.376
40 H 5.4564 1.1987 -0.6429  0.457
41 H 0.2383 4.8483 -0.3347  0.515
42 H -2.1495 5.5286 -0.1143  0.396
43 H -3.8583 3.8329 0.4122  0.420
44 H -3.2440 1.4999 0.7378  0.411

Force components x, y, z for each atom (eV/Å):
-0.1 0.2 0.1
0.0 -0.4 -0.5
-0.2 0.4 0.3
0.2 -0.2 0.0
0.2 0.3 0.2
0.1 -0.2 0.1
-0.4 0.1 0.0
0.5 -0.3 0.0
-0.7 -0.5 0.2
0.9 0.9 -0.3
-1.2 0.0 0.2
0.3 -0.3 0.0
0.0 0.1 0.0
0.1 -0.1 0.0
0.1 -0.1 0.0
0.1 0.0 0.0
-0.1 0.0 0.0
0.4 -0.1 0.0
-0.3 1.3 -0.2
0.7 -1.4 0.1
-0.7 0.1 0.1
0.1 0.0 0.0
0.1 -0.1 0.0
-0.2 -0.1 0.0
0.1 0.1 0.0
0.3 0.4 -0.1
0.1 0.0 -0.1
0.0 -0.1 -0.1
0.0 0.0 0.0
-0.1 0.1 0.0
0.1 -0.2 0.0
0.0 0.1 0.0
-0.1 -0.1 0.1
0.0 -0.1 -0.1
0.1 0.0 -0.1
0.0 -0.1 0.0
0.0 -0.1 0.0
0.0 -0.1 0.0
0.1 0.0 0.0
0.1 0.1 0.0
0.0 0.1 0.0
0.0 0.1 0.0
-0.1 0.0 0.0
-0.1 -0.1 0.0

---

Formula: C19H19AuN5S
Source: the OMol25 dataset
Level of theory: ωB97M-V/def2-TZVPD

Total charge   +3
HOMO energy   -18.4295 eV
LUMO level   -12.32 eV
Gap between HOMO and LUMO   0.2244 Eh
E_tot   -1542.13649 Ha

Last column: Mulliken charge in e.
CARTESIAN COORDINATES (ANGSTROEM)
1 Au 0.0862 -0.9849 -0.1278  0.960
2 C 1.0722 1.2137 -3.8370  -0.879
3 C 2.3553 1.6671 -3.5719  -0.384
4 C 2.9482 1.3666 -2.3518  -0.715
5 C 2.2445 0.6309 -1.4137  0.865
6 N 0.9808 0.2316 -1.6881  -0.308
7 C 0.4055 0.4942 -2.8597  0.141
8 C 2.8111 0.1709 -0.1377  0.704
9 C 3.9941 0.6110 0.4329  -0.565
10 C 4.4070 0.0400 1.6325  -0.786
11 C 3.6612 -0.9728 2.2211  -0.537
12 C 2.4789 -1.3687 1.6135  0.785
13 N 2.0929 -0.7754 0.4804  -0.256
14 C 1.5670 -2.4146 2.0856  0.750
15 C 1.8950 -3.3549 3.0456  -0.669
16 C 0.9780 -4.3478 3.3705  -0.369
17 C -0.2523 -4.3783 2.7359  -0.841
18 C -0.5314 -3.4027 1.7905  0.093
19 N 0.3584 -2.4609 1.4803  -0.411
20 H 0.5826 1.4029 -4.7817  0.435
21 H 2.8936 2.2412 -4.3149  0.487
22 H 3.9637 1.6746 -2.1482  0.347
23 H -0.5963 0.1195 -3.0163  0.472
24 H 4.5769 1.3929 -0.0319  0.372
25 H 5.3159 0.3874 2.1062  0.493
26 H 3.9896 -1.4248 3.1459  0.362
27 H 2.8660 -3.3275 3.5191  0.347
28 H 1.2260 -5.0968 4.1114  0.486
29 H -0.9940 -5.1319 2.9591  0.431
30 H -1.4876 -3.3800 1.2861  0.426
31 S -2.1466 -0.8617 -1.0871  -0.319
32 C -3.0000 0.6295 -0.7003  0.592
33 N -3.7994 1.0812 -1.6435  -0.167
34 C -4.5585 2.3394 -1.5488  -0.556
35 C -3.9431 3.2301 -0.4835  -0.568
36 C -3.7188 2.4212 0.7835  -0.614
37 N -2.8964 1.2422 0.4610  -0.098
38 H -3.9074 0.5345 -2.4864  0.262
39 H -5.6025 2.1197 -1.3164  0.336
40 H -4.5417 2.8174 -2.5266  0.369
41 H -4.5890 4.0789 -0.2728  0.364
42 H -2.9867 3.6215 -0.8386  0.285
43 H -4.6721 2.0810 1.1938  0.308
44 H -3.2095 2.9995 1.5502  0.398
45 H -2.3170 0.8429 1.1794  0.171

Force components x, y, z for each atom (eV/Å):
2.4 0.6 -0.3
0.1 0.0 0.1
-0.2 0.0 -0.1
-0.1 -0.2 0.2
0.3 0.3 -0.2
-1.2 -0.7 0.9
-0.1 0.1 -0.3
0.2 0.3 -0.1
-0.1 -0.1 0.0
0.0 0.0 -0.1
0.0 0.0 -0.1
0.2 0.0 0.2
-1.2 -0.2 -0.3
0.1 -0.2 0.3
0.0 0.2 -0.2
-0.1 -0.1 0.1
0.1 0.2 -0.1
-0.3 -0.3 0.2
-1.2 0.9 -1.0
0.0 0.0 0.0
0.0 0.0 0.0
0.0 0.0 0.0
0.0 0.0 0.0
0.0 0.0 0.0
0.0 0.0 0.0
0.0 0.0 0.0
0.0 0.0 0.0
0.0 0.0 0.0
0.0 0.0 0.0
0.0 0.1 -0.1
0.6 -0.9 0.4
0.3 0.2 0.3
0.1 -0.1 -0.1
-0.5 0.3 0.2
0.3 -0.2 -0.1
-0.2 0.2 0.1
0.0 0.1 -0.1
0.1 0.0 0.0
0.1 -0.1 0.0
0.1 -0.1 0.0
-0.1 0.0 0.0
0.0 0.1 0.0
0.0 0.0 0.0
0.1 0.0 0.0
0.0 -0.1 0.0

---

Formula: C19H19Br2FN2OSiV
Source: the OMol25 dataset
Level of theory: ωB97M-V/def2-TZVPD

<S²>   0.787
2S+1   2
Total charge   0
HOMO energy (alpha / beta)   -7.0290 / -6.2526 eV
LUMO level (alpha / beta)   -0.07 / -0.09 eV
Gap between HOMO and LUMO (alpha / beta)   0.2558 / 0.2263 Eh
E_tot   -7401.62455 Ha

Last column: Mulliken spin population.
CARTESIAN COORDINATES (ANGSTROEM)
1 V -0.5465 0.6851 0.4805  1.107
2 C 1.1824 -2.0541 0.2273  0.006
3 C -0.2469 -2.2587 0.6313  -0.053
4 C -0.7746 -3.5488 0.7416  0.020
5 C -2.0989 -3.7522 1.0537  -0.046
6 C -2.9271 -2.6297 1.2475  0.013
7 C -4.3059 -2.6405 1.5276  -0.003
8 Br -5.2161 -4.3026 1.7187  0.000
9 C -5.0246 -1.4747 1.6829  0.007
10 C -4.3977 -0.2409 1.5979  -0.010
11 Br -5.3819 1.3485 1.8998  0.000
12 C -3.0259 -0.1324 1.3233  0.005
13 O -2.3536 0.9489 1.2337  -0.018
14 C -2.3167 -1.3582 1.1300  -0.012
15 N -1.0074 -1.1807 0.8324  0.001
16 H 1.7362 -2.9881 0.2818  0.000
17 H 1.6638 -1.3116 0.8649  0.001
18 H 1.2203 -1.6901 -0.8025  -0.002
19 H -0.1177 -4.3852 0.5691  0.001
20 H -2.5019 -4.7479 1.1440  -0.004
21 H -6.0875 -1.5237 1.8649  0.000
22 C 2.6174 3.7207 0.3297  0.003
23 Si 2.0932 1.9234 0.7005  0.004
24 C 0.8724 1.9727 2.1961  0.015
25 C 3.5846 0.8096 1.1706  0.000
26 N 1.0261 1.2025 -0.4355  0.006
27 C 1.0748 1.0865 -1.7770  -0.020
28 C 2.2064 1.2650 -2.5908  -0.007
29 C 2.1257 1.0884 -3.9559  0.003
30 C 0.9267 0.7530 -4.5685  -0.004
31 C -0.2159 0.5654 -3.8012  0.005
32 C -0.1062 0.7152 -2.4420  0.002
33 F -1.2085 0.4975 -1.6003  -0.002
34 H 3.1748 4.1458 1.1588  0.000
35 H 1.7413 4.3447 0.1701  0.000
36 H 3.2342 3.7953 -0.5588  0.000
37 H 1.3825 1.8527 3.1465  0.000
38 H 0.1281 1.1392 2.1309  -0.017
39 H 0.3286 2.9179 2.2217  0.000
40 H 4.4287 1.4211 1.4683  0.000
41 H 3.9135 0.1833 0.3489  0.000
42 H 3.3450 0.1534 2.0027  0.001
43 H 3.1356 1.5374 -2.1115  -0.001
44 H 3.0125 1.2010 -4.5616  0.000
45 H 0.8674 0.6374 -5.6377  0.000
46 H -1.1607 0.3082 -4.2545  0.000

Force components x, y, z for each atom (eV/Å):
-0.9 1.4 0.7
-0.3 0.0 0.0
0.1 0.1 -0.1
-0.6 -0.2 0.2
0.5 0.1 -0.1
0.2 0.4 -0.1
-0.5 0.1 0.1
0.1 0.1 0.0
0.1 -0.8 0.0
0.9 0.7 -0.1
0.1 -0.1 -0.1
-1.4 -1.3 0.2
0.7 1.5 -0.1
-1.0 -0.4 0.3
0.8 -1.7 -0.2
0.0 0.0 0.0
0.0 0.1 0.0
0.1 0.1 0.0
0.1 -0.1 0.0
-0.1 -0.1 0.0
0.0 0.0 0.1
-0.2 -0.8 0.0
0.2 0.2 0.9
0.1 0.1 -1.0
-0.5 0.6 -0.3
0.9 0.7 0.4
0.0 -0.3 -1.4
-0.4 0.0 0.4
0.0 0.0 -0.3
0.0 0.0 0.1
-0.2 0.0 0.2
0.3 0.1 0.1
0.3 -0.1 -0.7
0.1 0.0 0.2
-0.2 0.0 0.0
0.2 0.0 -0.2
-0.1 -0.2 0.2
0.4 0.1 1.2
0.0 0.0 0.0
0.2 0.2 0.1
0.0 -0.1 -0.3
-0.1 -0.1 0.1
0.2 0.0 0.0
0.1 0.1 0.0
0.0 0.0 -0.1
-0.1 -0.1 0.0

---

Formula: C19H19ClN2OPdSTe
Source: the OMol25 dataset
Level of theory: ωB97M-V/def2-TZVPD

Total charge   0
HOMO energy   -6.3984 eV
Relative energy (zero: lowest compared OMol25 entry of this formula, charge and spin)   0.6240 eV
LUMO level   -0.26 eV
Gap between HOMO and LUMO   0.2257 Eh
E_tot   -2174.44945 Ha

Last column: Mulliken charge in e.
CARTESIAN COORDINATES (ANGSTROEM)
1 Pd 0.6964 -0.4198 0.1349  0.618
2 C -2.0690 3.0137 1.6621  -1.131
3 C -1.1897 1.9597 2.2852  0.655
4 O -0.0578 2.1791 2.6761  -0.608
5 N -1.7801 0.7346 2.4479  -0.008
6 C -1.0457 -0.3833 3.0004  -1.030
7 C -1.2205 -1.6534 2.2055  0.818
8 C -2.2117 -2.5589 2.5680  -0.815
9 C -2.4058 -3.7057 1.8250  -0.287
10 C -1.5833 -3.9331 0.7343  -0.725
11 C -0.6240 -2.9945 0.4243  -0.229
12 N -0.4400 -1.8731 1.1409  -0.028
13 H -1.4395 3.8198 1.2983  0.303
14 H -2.7485 3.4050 2.4223  0.335
15 H -2.6554 2.6135 0.8369  0.280
16 H -2.7216 0.6011 2.1174  0.293
17 H -1.3525 -0.5907 4.0289  0.445
18 H -0.0025 -0.0645 3.0124  0.106
19 H -2.8190 -2.3476 3.4379  0.397
20 H -3.1837 -4.4092 2.0896  0.406
21 H -1.6886 -4.8097 0.1118  0.401
22 H 0.0239 -3.1191 -0.4324  0.480
23 Cl 3.1328 -1.0611 -1.6691  -0.176
24 C 2.7768 0.4779 -0.8847  1.273
25 C 2.8330 1.6276 -1.6887  -0.720
26 C 2.7613 2.8613 -1.0991  -0.398
27 C 2.6495 2.9755 0.2951  -0.719
28 C 2.6019 1.8608 1.0812  -0.396
29 C 2.6987 0.5546 0.5230  -0.047
30 C 2.3995 -0.6323 1.2784  -1.279
31 H 2.9222 1.5110 -2.7593  0.428
32 H 2.7864 3.7507 -1.7139  0.380
33 H 2.5732 3.9543 0.7488  0.396
34 H 2.4603 1.9438 2.1489  0.293
35 H 2.2721 -0.5127 2.3484  0.402
36 H 2.8792 -1.5565 0.9727  0.342
37 Te -1.4159 0.3827 -1.2431  -0.067
38 C -0.9774 -0.0422 -3.2531  -0.134
39 C 0.1326 -0.5941 -3.8256  0.013
40 C 0.0285 -0.7246 -5.2391  -0.725
41 C -1.1587 -0.2720 -5.7236  -0.420
42 S -2.1534 0.3170 -4.4569  -0.161
43 H 0.9991 -0.8943 -3.2553  0.307
44 H 0.8078 -1.1377 -5.8642  0.358
45 H -1.4910 -0.2535 -6.7486  0.372

Force components x, y, z for each atom (eV/Å):
0.2 0.2 0.4
0.0 0.0 0.0
-0.1 -0.1 0.2
0.0 0.0 -0.1
0.0 0.0 -0.2
0.1 0.0 0.0
0.0 0.1 0.0
0.1 0.0 0.1
0.0 -0.1 0.0
0.0 0.0 0.0
0.1 0.1 0.1
-0.2 0.0 -0.3
0.0 0.0 0.0
0.0 0.0 0.0
0.0 0.0 0.0
0.0 0.0 -0.1
0.0 0.1 0.0
0.0 -0.1 0.0
0.0 0.0 0.0
0.0 0.0 0.0
0.0 0.0 0.0
0.0 0.0 0.0
0.1 0.2 0.1
-0.1 -0.3 -0.3
-0.1 0.0 0.0
0.0 0.0 -0.1
0.0 0.0 0.1
-0.1 -0.1 0.0
-0.2 0.0 0.2
0.2 -0.1 -0.1
0.0 0.0 0.0
0.0 0.0 0.0
0.0 0.0 0.0
0.0 0.0 0.0
0.1 0.0 0.0
0.0 0.0 0.1
-0.1 0.1 -0.1
-0.1 0.1 0.0
0.0 0.0 0.1
0.0 0.0 -0.1
0.0 0.0 0.0
0.1 0.0 0.0
0.0 0.0 0.0
0.0 0.0 0.0
0.0 0.0 0.0